This record from the OMol25 dataset describes one molecule with the formula C5H7NO at a distorted geometry. The level of theory is wB97M-V/def2-TZVPD.

The geometry in XYZ format:
```
14
Properties=species:S:1:pos:R:3:forces:R:3
C -1.578 -0.237 0.685 -0.0699 0.0422 0.0004
C -0.383 -0.941 0.044 0.0382 0.0120 0.0241
C 0.664 0.033 -0.464 -0.1527 -0.0296 -0.0964
C 0.365 0.656 -1.759 -0.1711 0.3534 -0.8475
N 0.119 1.120 -2.790 0.2046 -0.4443 1.0786
C 1.574 0.755 0.438 -0.0551 0.1667 0.1749
O 2.019 -0.360 -0.316 0.1787 -0.0585 -0.1021
H -1.276 0.297 1.594 -0.0549 -0.0639 -0.2063
H -2.352 -0.959 0.963 0.1371 0.0991 -0.0575
H -2.027 0.483 -0.008 0.0400 -0.0800 0.1110
H 0.118 -1.593 0.767 -0.0588 0.1048 -0.1112
H -0.702 -1.567 -0.799 0.0332 0.0742 0.1791
H 1.982 1.716 0.132 -0.0764 -0.1333 0.0317
H 1.477 0.597 1.513 0.0073 -0.0427 -0.1787
```
Positions in Å, forces in eV/Å.

Properties
Multiplicity   1
Energy above the lowest of the compared OMol25 structures with the same formula, charge and spin   166.4 kJ/mol
HOMO energy   -11.14 eV
Orbital gap   11.93 eV
SMILES   CC[C@@]1(C#N)CO1
F_max   1.2 eV Å⁻¹
Calculated total energy   -324.6611 a.u.

---

This record from the OMol25 dataset describes one molecule with the formula C5H13N at a distorted geometry. The level of theory is wB97M-V/def2-TZVPD.

The geometry in XYZ format:
```
19
Properties=species:S:1:pos:R:3:forces:R:3
C -0.591 -1.299 -0.662 -2.0436 2.0364 -3.5068
C -0.805 0.200 -0.453 -1.8382 1.8713 1.6600
C -2.343 0.553 -0.081 1.9103 0.6797 0.7195
C 0.123 0.582 0.795 1.0145 0.6193 1.3791
C 1.547 0.591 0.177 2.1416 1.1590 -0.9812
N 2.710 -0.301 0.639 -0.8093 0.4010 0.5543
H 0.430 -1.339 -0.676 2.6526 -1.3850 0.3338
H -0.927 -1.608 -1.702 0.2162 0.2790 1.1352
H -1.128 -1.861 0.032 -0.4135 -1.0116 1.3889
H -0.458 0.872 -1.317 -0.5200 -1.2154 1.0866
H -3.066 0.206 -0.856 0.5310 0.5689 0.5437
H -2.383 1.724 0.166 -0.3237 -2.7391 -0.6031
H -2.481 -0.066 0.856 -0.3860 0.9778 -0.8612
H 0.212 -0.181 1.644 -0.9276 0.6167 -1.2050
H -0.073 1.623 1.394 0.1409 -2.4314 -1.8654
H 1.961 1.705 0.249 -0.7183 -2.4363 -0.5630
H 1.424 0.240 -0.880 0.0827 1.2556 0.5755
H 2.472 -1.279 0.806 -0.5311 0.3839 0.0619
H 3.378 -0.365 -0.128 -0.1786 0.3700 0.1475
```
Positions in Å, forces in eV/Å.

Properties
Multiplicity   1
Energy above the lowest of the compared OMol25 structures with the same formula, charge and spin   210.7 kJ/mol
HOMO energy   -9.05 eV
Orbital gap   10.17 eV
SMILES   CC(C)CCN
F_max   4.5 eV Å⁻¹
Calculated total energy   -252.9828 a.u.